{"formula": "C20H36BCdN3O4", "method": "ωB97M-V/def2-TZVPD", "symbols": ["O", "O", "H", "H", "H", "Cd", "H", "H", "C", "H", "H", "C", "C", "H", "C", "C", "C", "H", "H", "H", "H", "H", "H", "H", "H", "C", "N", "H", "C", "H", "B", "H", "O", "H", "C", "C", "H", "H", "H", "C", "H", "H", "H", "C", "H", "H", "H", "N", "C", "C", "H", "C", "H", "O", "H", "C", "H", "H", "C", "N", "H", "C", "H", "C", "C"], "coordinates": [[10.645, 7.007, 6.379], [10.290, 8.815, 7.720], [13.522, 8.378, 8.279], [10.971, 10.802, 12.761], [8.040, 5.185, 11.751], [8.005, 6.867, 8.384], [12.045, 7.400, 8.868], [10.438, 10.139, 14.271], [12.469, 8.371, 8.521], [8.243, 8.939, 14.183], [6.319, 3.659, 7.762], [12.966, 7.110, 5.987], [10.118, 10.713, 13.392], [9.870, 11.765, 13.727], [7.489, 10.693, 9.098], [5.787, 4.382, 8.380], [9.914, 5.634, 10.778], [11.627, 10.961, 7.847], [6.615, 10.256, 8.629], [13.024, 6.624, 5.054], [10.444, 7.640, 10.615], [13.183, 6.407, 6.837], [4.779, 3.919, 8.502], [5.581, 7.016, 12.405], [11.370, 10.704, 6.101], [8.029, 9.246, 13.144], [9.571, 7.125, 10.614], [10.490, 5.523, 11.723], [6.144, 7.686, 13.136], [5.439, 5.779, 6.809], [9.708, 7.656, 7.214], [5.319, 6.386, 8.307], [4.589, 8.261, 10.668], [10.465, 9.022, 4.702], [11.688, 7.912, 6.103], [6.456, 4.455, 9.774], [10.617, 5.461, 9.977], [12.133, 9.379, 4.485], [12.338, 8.969, 9.468], [7.723, 10.154, 10.497], [5.951, 5.198, 10.364], [6.384, 3.528, 10.195], [6.804, 7.104, 13.705], [8.628, 4.793, 10.885], [8.314, 10.438, 8.450], [5.499, 8.221, 13.792], [9.482, 11.178, 10.839], [5.804, 5.719, 7.723], [8.962, 10.168, 12.611], [5.755, 8.442, 10.258], [13.021, 10.536, 6.684], [11.671, 8.936, 7.304], [13.928, 7.714, 5.869], [6.187, 8.017, 9.091], [9.044, 7.559, 11.349], [6.787, 9.178, 11.068], [8.886, 3.755, 11.120], [7.530, 11.801, 9.108], [11.432, 8.552, 4.705], [7.885, 4.887, 9.675], [11.515, 7.702, 3.991], [7.011, 8.707, 12.399], [8.343, 4.333, 8.970], [11.949, 10.349, 6.923], [8.762, 10.569, 11.250]], "forces_ev_per_a": [[-1.447, 0.179, 0.409], [-0.687, 0.312, -0.390], [0.356, -0.483, 0.180], [0.783, 0.119, -0.583], [0.289, -0.175, -0.730], [-0.380, 0.795, -0.165], [0.644, 0.262, -0.908], [-0.442, -0.017, -0.187], [-0.838, 0.920, 0.780], [-0.467, -0.080, -0.504], [0.264, 0.066, -0.135], [2.488, 0.573, 1.269], [-0.685, 1.199, 0.751], [0.302, -1.052, -0.167], [0.633, 0.410, 0.317], [-0.274, 0.303, -0.097], [-0.364, 2.371, 1.987], [0.772, -0.593, -1.444], [-0.226, 0.413, 0.141], [-0.502, -1.253, -0.966], [-0.030, 0.033, -0.387], [-0.549, 0.580, -0.884], [0.408, 0.581, 0.056], [0.470, 1.035, 1.187], [-0.566, 0.038, -0.564], [2.649, 1.380, 0.578], [0.608, -1.518, -0.676], [-0.306, -0.275, -0.448], [-0.312, -0.145, -2.938], [-0.428, -0.376, -1.070], [1.248, -0.324, 0.309], [-0.114, 0.476, 0.135], [1.817, 0.269, -0.406], [-0.667, -0.104, -0.219], [1.427, 0.748, -0.540], [0.696, 2.394, -2.381], [-0.198, -0.710, -0.532], [0.052, -0.744, -0.059], [0.046, 0.109, -1.166], [-3.008, -2.024, -0.367], [-0.331, 0.292, 0.458], [-0.223, -2.608, 1.438], [0.837, -1.026, 1.027], [1.160, 0.573, 1.037], [0.479, -0.385, -0.163], [-0.889, 0.177, 0.409], [1.478, 1.579, -1.001], [0.875, -1.133, 1.752], [-1.435, -0.953, -1.029], [-1.219, -0.234, -1.139], [-0.649, -0.157, 0.347], [-0.748, -2.119, 0.222], [-1.310, -0.021, 0.595], [-0.266, 0.113, 1.237], [-0.535, -0.274, 0.705], [1.613, 0.161, 0.995], [0.020, -0.024, 0.109], [-0.573, -0.526, 0.052], [0.594, -0.322, 0.659], [-1.723, 0.035, -1.072], [-0.269, 0.965, 0.178], [-1.351, 0.317, -1.148], [0.128, -0.411, -0.235], [0.725, 1.336, 2.327], [0.147, -1.046, 3.053]], "relative_energy_kj_mol": 162.7, "homo_lumo_gap_ev": 8.41}



{"formula": "C20H36BrFO11S", "method": "ωB97M-V/def2-TZVPD", "symbols": ["O", "O", "H", "C", "F", "H", "C", "H", "H", "C", "H", "H", "C", "O", "C", "H", "H", "C", "H", "H", "C", "H", "H", "S", "H", "O", "H", "H", "H", "H", "C", "H", "H", "H", "H", "O", "C", "C", "H", "H", "H", "H", "H", "C", "C", "O", "C", "H", "C", "H", "H", "H", "H", "O", "O", "C", "C", "O", "Br", "O", "H", "H", "H", "C", "O", "H", "H", "C", "C", "C"], "coordinates": [[2.975, -4.558, 3.362], [-2.486, 0.895, -4.508], [0.360, 1.998, 7.024], [-4.515, -0.421, -1.883], [1.537, 1.023, 0.560], [4.336, -2.909, 0.998], [-4.766, 1.736, -0.400], [2.873, 0.755, -6.506], [-2.677, -2.251, -4.821], [3.241, 0.664, -5.479], [-1.575, -1.261, -1.404], [3.744, -3.004, 4.467], [-3.131, -0.285, 0.319], [-3.405, 3.988, 0.085], [-2.355, -1.338, -5.419], [-0.743, 3.962, 4.942], [4.290, -0.818, -1.243], [0.360, 1.405, 1.228], [1.492, -2.039, 5.027], [-0.920, 4.132, 6.702], [0.433, 2.559, 6.090], [0.640, 2.128, 4.203], [-3.302, -0.122, 1.436], [-3.327, 2.560, 0.424], [-0.517, -0.613, 1.376], [0.307, 2.458, 1.810], [1.334, 3.179, 6.130], [0.712, -3.382, 4.162], [-1.489, 0.661, 2.227], [2.362, -2.227, -0.923], [-4.798, -0.853, -2.996], [2.761, -4.179, 5.358], [1.746, 1.950, -4.601], [4.399, -3.280, -0.734], [-0.013, -0.662, -0.712], [-0.734, -0.426, -3.689], [2.840, -3.620, 4.425], [-0.896, 0.459, 1.289], [-5.704, 1.927, 0.213], [5.695, -1.187, -0.221], [3.053, -4.058, 2.540], [3.240, 2.788, -5.075], [-3.008, -1.408, 0.198], [4.604, -1.179, -0.260], [-1.804, 0.521, -0.051], [-1.989, 1.928, -0.329], [-4.454, 0.170, -0.422], [3.195, 1.763, -3.624], [1.609, -2.760, 4.215], [-4.864, -1.042, -4.091], [4.230, -0.464, 0.477], [-1.542, -1.653, -6.142], [-4.970, 2.140, -1.435], [0.567, 1.624, 5.026], [-3.335, 2.410, 1.885], [-0.681, 0.414, -2.499], [-1.871, -0.148, -4.471], [-0.334, 1.551, -2.668], [-5.960, -0.694, 0.605], [2.615, -2.528, -0.041], [1.676, -2.214, 3.269], [-1.698, 2.789, 5.837], [-3.218, -0.962, -6.050], [-0.803, 3.414, 5.887], [2.711, -0.529, -4.908], [4.327, 0.568, -5.510], [1.749, -0.442, -4.892], [-1.006, -0.309, -1.149], [4.039, -2.560, 0.007], [2.835, 1.866, -4.651]], "forces_ev_per_a": [[0.116, -0.185, 0.000], [1.394, -1.349, 0.848], [0.070, -0.105, -0.145], [-0.898, 0.338, 0.480], [-2.181, 0.120, 0.813], [-0.157, -0.032, -0.032], [0.075, -1.069, 0.017], [0.136, 0.119, -0.051], [0.530, 1.203, -0.658], [-0.370, 0.114, 0.141], [0.657, 1.331, 0.316], [-0.039, 0.076, 0.194], [-0.531, 0.378, 1.010], [0.516, -2.788, -0.654], [0.519, 0.020, 0.141], [0.049, 0.046, 0.077], [0.095, -0.078, -0.024], [-0.770, 1.505, 1.259], [-0.029, 0.034, -0.084], [-0.023, 0.011, -0.060], [-0.118, 0.206, -0.345], [-0.042, -0.080, 0.144], [0.044, -0.130, -1.529], [-0.844, 4.721, 1.333], [-0.485, 1.233, -0.096], [0.850, -1.786, -1.257], [-0.034, 0.061, 0.179], [0.080, -0.014, 0.081], [0.814, 0.355, -1.196], [0.107, -0.078, 0.132], [0.967, 1.010, 0.579], [0.067, -0.103, -0.149], [0.038, 0.067, -0.067], [0.159, -0.022, 0.104], [-1.166, 0.639, -0.682], [-1.724, 0.186, 0.717], [-0.112, 0.197, -0.412], [0.869, -1.616, -0.697], [1.556, -0.023, -0.459], [-0.041, 0.034, -0.043], [-0.100, -0.114, 0.115], [-0.057, -0.004, 0.039], [0.005, 1.531, -0.074], [0.092, 0.119, 0.079], [1.152, -1.628, 1.811], [-2.002, -0.508, 0.323], [-0.074, -1.083, -1.643], [0.053, 0.007, -0.084], [-0.117, 0.088, 0.117], [-0.077, 0.052, 1.707], [0.052, -0.087, 0.016], [-0.755, 0.317, 1.003], [0.811, -0.308, 1.172], [0.090, -0.214, -0.105], [0.291, -1.666, -2.409], [0.695, 1.526, -0.612], [-1.382, -0.210, -1.729], [-0.527, -1.766, 0.959], [0.600, 0.111, -0.476], [-0.275, -0.110, 0.159], [0.082, 0.058, 0.066], [0.072, 0.008, 0.073], [1.069, -0.314, 0.993], [-0.097, 0.064, 0.067], [0.036, -0.235, 0.025], [-0.095, -0.188, 0.027], [0.159, 0.001, 0.037], [0.176, -0.388, -1.217], [-0.041, 0.283, -0.391], [0.019, 0.112, 0.027]], "smiles": "C#C[C@@]1(Br)C[C@@](CC(=O)F)(CC(=O)OC(C)=O)OS(=O)(=O)C1.CCO.CCO.CCO.CCO", "homo_lumo_gap_ev": 9.69}



Question: What is the formula in the first record?
Answer: C20H36BCdN3O4